Record 1
# C7H4N4O3S

2 unconnected molecules or ions with the total composition C7H4N4O3S (wB97M-V/def2-TZVPD, OMol25).

Geometry as XYZ:
```
19
Properties=species:S:1:pos:R:3:forces:R:3
C 3.713 1.333 0.414 0.445 -0.545 -0.587
C -0.788 0.814 -1.304 -0.358 0.282 -0.092
C 0.583 0.698 -1.680 0.235 0.269 1.369
C -0.723 -1.238 1.730 -0.022 -0.154 -0.116
C -1.346 -0.027 -0.474 1.252 -1.718 0.772
C 1.362 -0.006 -0.820 0.726 0.803 -0.359
C -0.550 -1.155 0.229 -1.784 0.028 -1.847
N 3.687 2.070 1.281 -0.285 1.515 1.678
N 0.369 -0.992 2.310 -1.013 0.039 0.901
N 0.841 -0.814 0.087 0.828 -0.254 0.894
N -2.708 0.070 -0.263 -3.155 -0.450 2.848
O -3.341 1.079 -0.523 0.454 -0.222 -0.696
O -3.222 -0.878 0.369 0.612 0.457 -0.938
O 1.323 -0.653 1.489 2.113 0.489 -1.000
S 3.958 0.267 -0.803 -2.703 -1.202 -1.005
H -1.460 1.569 -1.696 0.387 0.116 -0.305
H 0.704 1.474 -2.372 1.956 0.222 -1.470
H -1.631 -1.482 2.278 0.342 -0.019 -0.349
H -0.774 -2.127 -0.254 -0.028 0.344 0.301
```
Positions in Å, forces in eV/Å.

- Energy: -1111.7091 hartree
- HOMO level (alpha / beta): -9.34 / -9.31 eV
- 2S+1: 1
- E_LUMO (alpha / beta): -2.7 / -2.8 eV
- ΔE to the lowest compared entry with this formula, charge and spin: 1.175 eV

Record 2
# C7H4NO4S2

A gas-phase ion, C7H4NO4S2 (charge -1) (wB97M-V/def2-TZVPD, OMol25).

Geometry as XYZ:
```
18
Properties=species:S:1:pos:R:3:forces:R:3
C 0.657 -2.249 0.043 1.855 2.265 -0.247
C 1.924 -0.287 -0.823 1.530 -1.331 0.100
C 0.275 -1.067 0.642 -0.325 0.148 -1.061
C 1.106 0.051 0.175 -1.213 -1.245 -0.295
C -1.115 -0.751 1.254 1.012 0.876 0.385
C -1.216 1.729 -0.511 -1.271 -0.481 1.132
C 0.803 1.455 0.444 2.031 1.078 0.157
N -0.568 1.549 0.568 -1.480 -0.316 0.614
O -2.586 0.936 -0.346 -0.322 -0.148 -0.033
O -1.177 2.367 -1.502 0.161 0.814 -1.965
O -1.342 -0.620 2.427 -0.294 -0.649 -0.582
O -2.029 -1.338 -1.241 -0.193 0.021 0.140
S 2.009 -1.965 -1.075 -1.170 -0.944 0.705
S -2.589 -0.614 -0.084 0.987 0.105 0.257
H 0.539 -3.241 0.334 -1.029 -1.439 0.160
H 2.720 0.249 -1.286 -0.034 0.830 -0.328
H 1.270 1.793 1.357 0.341 0.120 0.544
H 1.320 2.002 -0.379 -0.586 0.297 0.317
```
Positions in Å, forces in eV/Å.

- Total charge: -1
- Energy: -1421.2364 hartree
- HOMO level: -4.75 eV
- 2S+1: 1
- E_LUMO: 2.9 eV
- ΔE to the lowest compared entry with this formula, charge and spin: 0.174 eV

> energy of number 1 (C7H4N4O3S)?

-1111.7091 hartree